{
  "formula": "C24H48Cl24F8N4O16Pt2S8",
  "method": "wB97M-V/def2-TZVPD",
  "elements": ["Pt", "Pt", "Cl", "Cl", "Cl", "Cl", "Cl", "Cl", "Cl", "Cl", "Cl", "Cl", "Cl", "Cl", "Cl", "Cl", "Cl", "Cl", "Cl", "Cl", "Cl", "Cl", "Cl", "Cl", "Cl", "Cl", "S", "S", "S", "S", "S", "S", "S", "S", "F", "F", "F", "F", "F", "F", "F", "F", "O", "O", "O", "O", "O", "O", "O", "O", "O", "O", "O", "O", "O", "O", "O", "O", "N", "N", "N", "N", "C", "C", "C", "C", "C", "C", "C", "C", "C", "C", "C", "C", "C", "C", "C", "C", "C", "C", "C", "C", "C", "C", "C", "C", "H", "H", "H", "H", "H", "H", "H", "H", "H", "H", "H", "H", "H", "H", "H", "H", "H", "H", "H", "H", "H", "H", "H", "H", "H", "H", "H", "H", "H", "H", "H", "H", "H", "H", "H", "H", "H", "H", "H", "H", "H", "H", "H", "H", "H", "H", "H", "H"],
  "coordinates": [[3.482, 1.336, 2.676], [-0.105, 0.054, -1.875], [0.963, 6.538, 1.733], [-4.163, -1.368, 5.273], [-2.990, 1.207, 7.253], [3.310, -3.925, -0.498], [3.332, -7.606, -2.587], [-1.931, -7.316, -2.269], [7.485, 6.555, -3.800], [-4.846, -1.308, 0.515], [-1.802, 5.398, -1.686], [-1.279, 2.104, -2.801], [-4.796, 4.286, 0.580], [-6.764, 1.315, 2.903], [4.984, -0.825, 2.904], [-5.601, -9.675, -1.951], [0.836, -4.972, -4.023], [5.662, 2.622, 3.171], [-2.007, 5.001, 4.479], [-5.529, 2.327, -2.880], [-3.413, -4.481, -0.153], [-3.388, 5.736, -4.965], [-1.358, -7.422, 1.670], [1.381, -5.533, 2.377], [3.819, 4.851, -5.481], [-1.514, -2.061, -2.022], [1.638, 2.491, 4.802], [5.048, 1.000, -0.319], [0.244, -0.489, 1.402], [-1.543, 1.602, 0.731], [0.004, -0.464, -5.292], [2.748, 2.514, -0.445], [2.123, -1.102, -3.431], [2.632, -0.040, 5.760], [1.625, -0.882, 4.833], [0.415, 1.630, 4.948], [4.635, -0.449, -0.387], [3.038, 0.063, -3.903], [-0.716, 2.859, 0.297], [0.496, 0.881, -5.871], [1.122, -1.415, 0.506], [1.788, 2.937, 0.778], [3.790, -0.800, 5.712], [1.740, 3.096, 3.487], [1.910, 0.363, 6.893], [-0.790, -1.276, 2.060], [-2.672, 1.494, -0.149], [3.422, 3.710, -0.923], [1.662, 3.490, 5.812], [2.041, 1.672, -1.411], [-1.498, 1.662, 2.136], [6.275, 1.036, 0.414], [1.098, 0.274, 2.285], [2.082, -1.109, -1.983], [0.575, -1.558, -6.015], [5.013, 1.459, -1.646], [-1.403, -0.276, -5.183], [2.503, -2.314, -4.028], [2.730, 1.324, 4.751], [-0.389, 0.444, 0.302], [3.800, 1.707, 0.497], [0.650, -0.487, -3.844], [-0.458, -3.430, -2.391], [6.560, -0.104, 3.441], [-3.862, 2.778, -2.564], [-3.379, 1.193, 5.508], [6.270, 1.213, 4.211], [-1.164, 5.667, -3.350], [-0.501, -3.892, -3.829], [3.724, -5.132, -1.659], [-2.966, 1.637, -3.052], [0.171, 6.194, 3.297], [6.195, 5.302, -4.120], [-3.251, -8.524, -2.609], [5.216, 5.899, -5.188], [-6.024, 3.356, 1.329], [-5.486, 2.044, 1.839], [0.131, -5.200, 1.155], [-4.545, -2.623, 1.682], [-1.984, 6.587, -4.207], [2.904, -6.396, -1.460], [-3.026, -0.100, 4.816], [-3.315, -3.408, 1.404], [-0.308, -6.517, 0.547], [-1.216, 5.543, 2.991], [-4.480, -8.341, -1.629], [0.517, -7.143, 0.256], [-2.436, -2.745, 1.253], [-2.763, -9.449, -2.433], [-1.357, 6.973, -4.998], [7.183, -0.021, 2.575], [-6.689, 3.069, 0.489], [-0.615, -4.553, 1.537], [4.761, -5.367, -1.537], [-3.206, -4.107, 2.155], [-6.550, 4.009, 2.016], [-3.787, 3.661, -3.191], [-0.092, 5.930, -3.156], [-1.851, 6.306, 2.516], [1.840, -6.279, -1.591], [0.752, -4.680, 0.425], [5.677, 6.110, -6.152], [-4.455, 1.433, 5.490], [3.597, -4.796, -2.703], [-3.715, 2.948, -1.486], [-1.452, -4.327, -4.136], [4.894, 6.857, -4.824], [-3.152, 0.818, -2.427], [5.509, 1.001, 4.994], [-3.138, -0.070, 3.739], [-1.189, 4.682, -3.741], [0.521, -3.229, -2.095], [-4.665, 2.106, 2.494], [-3.008, 1.283, -4.059], [-4.413, -2.239, 2.715], [6.937, -0.827, 4.212], [-2.833, 2.017, 5.032], [0.003, 7.178, 3.687], [-4.193, -8.344, -0.579], [-0.154, -3.158, -4.609], [3.092, -6.820, -0.458], [-2.363, 7.336, -3.517], [-3.628, -8.279, -3.605], [-5.057, -7.417, -1.807], [5.746, 5.049, -3.171], [-0.820, -4.184, -1.737], [-0.909, -6.367, -0.330], [-5.438, -3.204, 1.735], [-2.052, -0.350, 5.264], [6.624, 4.419, -4.543], [7.116, 1.643, 4.722], [0.800, 5.562, 3.876], [-1.094, 4.639, 2.360], [-5.302, 1.294, 1.062]],
  "forces_ev_per_a": [[-0.98, 0.32, -0.24], [0.79, 0.29, 0.61], [0.18, -0.23, -0.21], [-0.47, -0.77, 0.40], [0.23, -0.17, -0.15], [-0.46, 0.98, 0.66], [0.73, -1.31, -1.45], [-0.54, -0.11, -0.23], [-0.52, -0.70, -0.20], [0.20, -0.05, 0.14], [-0.29, 0.39, 0.04], [0.78, 0.15, 0.12], [1.72, 1.15, -0.71], [0.02, -0.06, -0.17], [0.14, 0.25, -0.30], [-0.11, -0.27, 0.03], [0.83, -1.93, 0.10], [0.02, -1.12, 0.58], [-0.09, -0.01, 0.35], [-0.92, -0.58, 0.21], [0.02, 0.84, 1.00], [0.43, 0.28, 0.28], [0.03, -0.14, 0.03], [0.04, 0.05, 0.78], [-0.06, -0.13, 0.12], [-0.73, 0.76, 0.12], [1.92, 2.35, -0.69], [0.53, 2.24, 0.52], [-2.12, 0.22, 2.89], [2.49, -1.51, -1.17], [-0.50, -1.44, -0.17], [1.14, 1.55, -0.87], [-1.40, 0.43, 0.56], [-3.29, 2.39, -3.01], [0.51, 0.36, 0.90], [-2.11, -0.25, 0.00], [-0.63, -1.88, 0.36], [0.11, -0.54, 0.20], [-0.83, -0.10, -0.42], [0.59, 0.19, -0.37], [-0.20, 0.28, 0.33], [0.75, -0.57, -1.69], [2.22, -0.72, 0.40], [-0.27, -1.02, -0.41], [0.01, -0.37, 1.03], [1.89, 0.37, -1.12], [1.01, 0.24, 1.46], [-1.93, -1.59, 0.63], [-0.16, -1.20, 0.70], [0.16, 1.28, 1.78], [-1.47, 0.24, 0.87], [-0.95, -0.16, 0.29], [0.56, -0.84, -0.76], [0.01, 0.50, -0.52], [-0.36, 1.09, -0.43], [0.15, 0.29, -1.16], [0.32, -0.19, 0.15], [0.48, -0.06, -0.90], [1.77, -1.75, 0.51], [-1.25, 0.93, -2.45], [0.59, -1.47, 0.80], [0.99, 0.05, 1.62], [-0.83, -0.47, -0.90], [-0.68, 0.47, 1.77], [0.37, 0.02, -0.77], [-0.92, 1.00, -0.34], [-0.63, -0.42, -0.03], [1.11, -0.52, 0.97], [0.22, 1.69, -1.36], [-0.28, -1.10, -1.62], [-0.66, 0.92, 0.28], [-1.70, -0.11, -1.23], [-0.39, 0.99, -1.27], [-1.50, 1.97, 1.09], [0.88, 0.13, 0.91], [-1.49, -1.20, -1.14], [-1.37, -0.72, 0.38], [1.93, -0.99, -1.08], [0.10, 0.53, 0.73], [-0.06, -0.15, 0.81], [-0.08, 0.41, 1.81], [0.12, 0.29, 1.23], [0.32, 0.94, -2.86], [-0.74, 0.55, 0.42], [1.04, 0.13, -0.54], [0.89, 0.54, -0.60], [0.41, -0.16, 0.21], [-0.57, -0.64, 0.23], [0.02, -0.96, -0.36], [-0.13, 0.28, -0.17], [0.29, 0.12, -0.35], [-0.10, 0.40, 0.70], [-0.84, 0.30, 0.45], [0.62, -0.17, 0.13], [0.60, -1.44, 1.63], [0.04, -0.44, 0.38], [0.69, 0.21, 0.44], [-1.06, 0.26, -0.62], [0.15, -0.54, 0.06], [-0.32, 0.62, 0.13], [-0.49, 0.22, -0.35], [0.30, -0.41, 0.19], [0.43, -0.22, -0.34], [-0.11, 0.27, 0.58], [-0.09, 0.12, -0.77], [0.16, -0.12, 0.18], [-0.55, 0.33, 0.24], [-0.10, -1.27, 0.94], [0.28, 0.36, -0.73], [0.74, 0.43, -0.09], [0.27, -0.84, -0.67], [1.62, 0.77, 0.44], [1.25, 0.41, 0.53], [-0.44, 0.34, -0.78], [-0.02, 0.33, -0.67], [-0.15, 0.61, -0.85], [0.00, -0.15, 0.20], [0.07, 0.21, 0.78], [0.14, -0.22, -0.08], [-1.19, 0.03, 1.19], [-0.16, 0.38, -0.27], [-0.21, 0.44, -0.59], [0.47, -0.65, 0.05], [0.57, -0.32, -0.13], [-0.37, 0.19, 0.10], [-0.45, -0.88, 0.50], [-0.26, 0.34, -0.23], [-0.53, -0.59, -0.26], [-0.06, -0.37, -1.03], [0.66, -0.44, -0.06], [0.57, -0.16, -0.13], [0.46, -0.34, 0.51], [-0.07, 0.73, 0.24], [0.04, 0.54, 0.09]],
  "s_squared": 6.009,
  "homo_energy_ev": [-10.015, -10.557],
  "multiplicity": 5,
  "lumo_energy_ev": [-0.27, -3.12],
  "max_force_ha_per_bohr": 0.09843,
  "homo_lumo_gap_ev": [9.74, 7.43]
}

=====

{
  "formula": "C24H48Cl2MoP2Se",
  "method": "wB97M-V/def2-TZVPD",
  "elements": ["Mo", "Se", "Cl", "Cl", "P", "P", "C", "C", "C", "C", "C", "C", "C", "C", "C", "C", "C", "C", "C", "C", "C", "C", "C", "C", "C", "C", "C", "C", "C", "C", "H", "H", "H", "H", "H", "H", "H", "H", "H", "H", "H", "H", "H", "H", "H", "H", "H", "H", "H", "H", "H", "H", "H", "H", "H", "H", "H", "H", "H", "H", "H", "H", "H", "H", "H", "H", "H", "H", "H", "H", "H", "H", "H", "H", "H", "H", "H", "H"],
  "coordinates": [[-0.029, 0.024, 1.405], [-1.270, -2.157, 2.207], [1.385, -1.216, -0.154], [-1.999, 1.355, 0.972], [1.648, 1.476, 1.874], [-1.379, -1.996, -2.228], [2.488, 2.361, -0.735], [0.828, 2.802, 2.878], [-0.287, -4.162, -0.988], [2.573, 0.264, 2.903], [-3.491, -0.586, 3.135], [3.560, 3.288, 1.366], [-3.743, 0.331, 5.358], [-2.324, -1.261, 3.539], [-3.208, -1.904, -2.136], [-1.885, -1.160, 4.878], [-0.239, 2.291, 3.860], [-1.623, -4.540, -3.182], [-3.690, -2.588, -0.845], [-0.629, -0.788, -3.370], [-0.882, 0.696, -3.008], [0.227, 3.870, 1.943], [2.943, 2.062, 0.699], [3.644, 1.041, 3.678], [-1.089, -1.236, -4.751], [1.737, -0.653, 3.814], [-2.594, -0.355, 5.771], [-4.176, 0.223, 4.032], [-3.723, -0.464, -2.195], [-0.673, -3.650, -2.398], [-5.062, 0.771, 3.696], [-3.297, 0.104, -1.357], [-4.793, -2.554, -0.821], [0.070, -5.199, -1.078], [-1.077, 1.792, 3.342], [-0.699, -2.227, -5.006], [4.458, 3.568, 0.802], [3.858, 3.106, 2.403], [-0.216, 4.669, 2.553], [-4.298, 0.951, 6.067], [4.161, 0.352, 4.348], [-0.581, 3.422, 1.345], [0.244, -3.483, -3.001], [0.958, 4.320, 1.267], [2.851, 4.123, 1.354], [1.553, 2.936, -0.743], [1.496, -1.620, 3.338], [3.654, 1.212, 0.670], [-0.668, 3.162, 4.381], [-3.367, -3.637, -0.761], [-0.715, -0.547, -5.509], [-0.917, 0.831, -1.914], [-2.505, -4.804, -2.596], [0.309, 0.782, 0.034], [3.075, -0.382, 2.169], [4.407, 1.452, 3.016], [3.200, 1.832, 4.288], [0.456, -0.972, -3.266], [-2.252, -0.274, 6.808], [-2.184, -1.261, -4.844], [-1.144, -4.125, -0.299], [-3.305, -2.011, 0.013], [0.510, -3.520, -0.580], [-1.933, -4.100, -4.138], [-3.521, 0.040, -3.147], [-0.047, 1.301, -3.394], [0.795, -0.200, 4.189], [-1.804, 1.088, -3.466], [-1.000, -1.724, 5.183], [-3.818, -0.699, 2.105], [2.319, 1.439, -1.307], [1.674, 3.220, 3.450], [2.360, -0.869, 4.693], [3.271, 2.949, -1.238], [0.153, 1.615, 4.625], [-3.497, -2.478, -3.033], [-4.814, -0.493, -2.064], [-1.093, -5.466, -3.407]],
  "forces_ev_per_a": [[-3.29, -2.68, -2.27], [0.26, 0.10, -0.10], [0.02, 0.42, 1.19], [0.89, -0.62, 0.07], [0.01, -0.11, -0.36], [0.95, 2.58, 4.31], [-0.20, -0.09, 0.05], [1.10, 0.49, 0.15], [0.08, -0.13, -0.59], [0.74, 0.51, 0.33], [0.44, -0.23, 0.28], [0.61, 0.30, -0.24], [0.22, 0.01, -0.10], [0.01, 0.52, 0.48], [0.19, -0.97, -1.38], [-0.36, 0.10, -0.64], [-0.08, -0.06, 0.01], [0.46, -0.80, -0.13], [-0.13, 0.30, -0.17], [-0.38, -0.77, -0.52], [0.17, -0.18, -0.24], [-0.29, -0.14, 0.03], [-0.11, 0.06, 0.34], [0.31, -0.64, 0.34], [0.34, 0.81, -0.91], [-0.15, -0.02, 0.38], [-0.13, -0.07, 0.14], [-0.18, -0.07, 0.24], [-0.18, -0.26, 0.09], [-0.20, 0.23, -0.59], [0.29, -0.22, 0.15], [-0.06, 0.02, -0.29], [0.30, -0.12, 0.02], [-0.03, 0.16, 0.19], [0.26, 0.18, 0.23], [-0.09, 0.09, 0.13], [-0.13, 0.18, 0.15], [-0.10, 0.25, -0.37], [0.16, -0.18, -0.13], [0.23, -0.19, -0.25], [0.02, 0.04, 0.12], [0.31, 0.21, 0.17], [-0.28, -0.18, 0.29], [-0.15, -0.07, 0.11], [0.35, -0.09, -0.06], [0.24, -0.04, -0.06], [0.01, 0.50, 0.14], [-0.25, 0.44, 0.12], [0.12, -0.25, -0.17], [-0.08, 0.41, 0.03], [-0.03, 0.06, -0.39], [-0.10, -0.04, -0.41], [-0.05, 0.09, -0.06], [0.09, 0.88, -0.30], [-0.14, 0.25, 0.02], [-0.14, -0.04, 0.15], [0.14, 0.00, -0.01], [-0.40, -0.02, 0.00], [-0.16, -0.03, -0.35], [0.21, 0.03, 0.12], [0.26, -0.05, -0.23], [-0.07, -0.40, -0.25], [-0.42, -0.43, -0.10], [0.02, -0.02, 0.27], [0.00, -0.17, 0.31], [-0.21, -0.11, 0.05], [0.54, -0.35, -0.22], [0.37, -0.18, 0.28], [-0.27, 0.27, -0.01], [0.01, 0.15, 0.18], [0.00, 0.22, 0.23], [-0.42, 0.28, 0.02], [-0.27, -0.09, -0.10], [-0.24, -0.15, 0.11], [-0.01, 0.18, -0.13], [-0.92, 0.19, 0.26], [0.17, 0.07, 0.00], [-0.18, -0.33, -0.11]],
  "s_squared": 2.019,
  "homo_energy_ev": [-5.972, -5.954],
  "multiplicity": 3,
  "relative_energy_ev": 2.590,
  "lumo_energy_ev": [-1.13, -0.79],
  "max_force_ha_per_bohr": 0.09941,
  "homo_lumo_gap_ev": [4.85, 5.16]
}

=====

Number 1: energy -17633.64296 a.u.. Number 2: energy -5015.93065 a.u..